This record from the OMol25 dataset describes one molecule with the formula C2H2Br3OP at a distorted geometry. The level of theory is wB97M-V/def2-TZVPD.

Last column: natural (NBO) charge in e.
Cartesian coordinates (Å):
Br  2.706063  0.813156  0.576139  0.013
Br  -2.794690  -1.514249  0.267376  -0.246
Br  -1.661087  1.724132  0.997377  -0.204
P  -1.452331  0.172227  -0.569283  0.766
O  1.094412  0.807744  -1.663716  -0.509
C  1.242914  0.365874  -0.566910  0.497
C  0.126399  -0.512050  0.167444  -0.851
H  0.372750  -0.384449  1.178992  0.261
H  0.365574  -1.472384  -0.387417  0.274

Atoms 1-2, force components in eV/Å:
Br 0.48 0.04 0.03
Br 0.41 0.66 -0.31

Output
- SMILES = O=C(Br)CP(Br)Br
- E_tot (Ha) = -8216.0792
- M (g mol⁻¹) = 312.7
- HOMO level (Eh) = -0.368
- ΔE to the lowest compared entry with this formula, charge and spin (kJ/mol) = 0.0
- gap between HOMO and LUMO (eV) = 9.7
- LUMO level (eV) = -0.3